# C36H74NO15PS2

6 unconnected molecules or ions with the total composition C36H74NO15PS2 in a non-equilibrium geometry (the ωB97M-V functional and the def2-TZVPD basis, the Open Molecules 2025 dataset).

As for the SMILES: CCCCN(CCCCP[C@@H](C)CC)C(=S)SCCC.CCOC(=O)OC.CCOC(=O)OC.CCOC(=O)OC.CCOC(=O)OC.CCOC(=O)OC. Its frontier orbital gap is 7.87 eV. For the HOMO energy, the calculation gives -0.3009 Eh. As for the calculated total energy: -3737.15912 Ha. The value obtained for the largest force on an atom is 1.8 eV/Å. Its charge is 0. The calculation puts the LUMO energy at -0.3 eV. Its relative energy (zero: lowest compared OMol25 entry of this formula, charge and spin) is 0.00 kcal/mol.

Geometry as XYZ:
```
129
Properties=species:S:1:pos:R:3:forces:R:3:mulliken_charge:R:1
O -5.718 -1.921 1.300 -0.08 0.00 -0.23 -0.583
H -2.764 1.816 -4.504 0.05 -0.56 0.11 0.181
H -0.923 8.144 -5.464 0.11 -0.05 0.26 0.301
H 1.294 -1.838 2.924 0.05 -0.02 0.04 0.334
C 6.601 1.326 2.960 0.26 0.29 -0.09 -0.699
S 1.508 -0.260 -1.976 -1.15 -0.31 0.08 -0.307
C 0.046 -1.229 -1.490 0.59 0.56 0.03 -0.136
H -2.532 1.406 -8.544 -0.67 -0.40 0.07 0.303
H -7.935 -0.647 3.991 0.27 0.06 0.05 0.285
H -3.293 -1.427 0.773 -0.11 -0.06 -0.02 -0.142
H 2.320 -0.538 2.313 -0.09 -0.01 0.09 0.386
H 1.385 -3.281 -2.437 -0.55 0.11 -0.23 0.351
C -2.577 -1.477 -7.779 0.43 1.02 0.51 -1.319
H 2.772 -0.953 4.763 0.12 0.11 -0.11 0.266
C 2.831 -3.233 -4.665 -0.54 -0.18 -0.07 -1.296
H 7.686 1.296 2.897 -0.06 -0.23 0.04 0.241
C -2.740 0.773 -4.127 -1.06 1.00 0.32 1.670
H 2.609 1.878 4.249 -0.50 0.08 0.40 0.170
C 6.839 -4.578 7.542 0.29 0.11 -0.27 0.754
H 6.549 -2.346 5.249 0.09 -0.28 -0.01 0.246
O 6.078 -4.243 8.408 -0.19 -0.01 0.16 -0.551
H 6.202 1.626 1.991 -0.09 0.06 0.10 0.289
C -1.655 0.901 7.588 -0.42 0.10 0.36 -0.200
O 6.154 0.009 3.286 -0.01 0.07 0.11 -0.330
H -3.203 7.753 -6.333 0.05 0.03 0.02 0.356
H 0.718 0.196 -4.299 0.09 -0.03 0.81 -0.458
H -0.815 4.224 -0.645 0.06 0.23 -0.07 0.332
C 2.362 1.547 -3.886 0.04 -0.50 -0.40 -0.442
H -2.352 4.184 -1.518 0.03 -0.09 -0.13 0.305
C -7.970 -2.668 3.284 0.20 -0.21 -0.08 -1.092
H -7.661 -3.121 4.228 -0.10 0.10 0.05 0.291
H 0.611 -4.519 -3.442 0.05 0.63 0.22 0.418
H 2.430 2.547 -3.416 -0.23 -0.54 -0.26 0.385
H 8.129 -1.494 6.987 -0.05 0.06 -0.14 0.332
C -1.324 5.660 -3.471 -0.03 0.41 0.13 0.755
H 0.833 -3.366 -5.449 -0.05 0.62 0.50 0.290
C 2.386 1.646 -5.466 0.25 0.29 0.94 -1.023
C -1.271 4.274 -1.631 -0.02 -0.36 0.39 -0.113
C 3.154 -1.623 3.990 -0.67 -0.17 0.01 -0.280
C 0.678 -3.418 -3.278 -0.16 -0.09 -0.76 -0.913
C -2.273 -1.374 -2.053 -0.47 0.53 -0.61 -1.630
H -2.932 -1.635 -2.913 0.55 0.07 0.48 0.510
C -2.577 -0.103 -6.975 -1.43 -0.01 -0.57 0.984
S -0.076 -1.648 0.106 0.11 0.17 -1.43 -0.113
O -0.780 0.759 6.463 0.09 -0.15 0.02 -0.306
H 5.374 -2.760 6.487 0.09 -0.12 0.13 0.249
H -4.399 -0.001 -2.929 0.21 0.69 0.49 0.585
H 3.114 -2.637 4.391 0.31 0.04 -0.01 0.388
C -2.612 0.098 -1.657 -1.62 -0.28 0.06 -0.103
H -1.965 3.039 7.449 0.03 -0.07 0.11 0.319
H 7.900 -5.958 9.561 -0.15 0.02 0.01 0.291
O 0.951 1.355 5.323 0.00 -0.03 0.14 -0.209
C -3.857 2.223 -7.048 0.10 0.43 -0.16 -1.144
H -3.265 2.165 8.269 0.01 -0.06 -0.02 0.360
N -0.879 -1.525 -2.560 -0.30 -0.28 1.72 0.644
H -3.093 2.084 6.502 -0.07 -0.12 0.07 0.281
O -6.063 -1.153 3.400 0.04 0.15 0.00 -0.355
H 6.395 -6.699 8.935 0.03 0.15 0.03 0.294
O 4.077 0.853 3.573 0.37 0.00 -0.17 -0.662
C 2.052 2.247 5.111 0.29 0.25 -0.46 -0.633
O -4.034 -1.430 2.722 -0.09 0.04 -0.05 -0.363
H -1.081 0.927 8.516 0.11 0.12 -0.13 0.308
H -3.200 -2.988 1.639 -0.07 0.06 -0.12 0.347
H -1.282 -3.649 -2.316 0.39 0.68 -0.04 0.375
H 3.490 -2.444 -4.253 -0.30 -0.45 -0.27 0.258
H -1.545 -1.874 -7.794 -0.61 -0.05 -0.14 0.253
H -1.680 0.546 -3.894 -0.65 -0.29 -0.56 -1.119
H 1.371 1.451 -5.867 0.66 0.27 0.01 0.192
H -4.320 2.961 -7.742 0.34 -0.51 0.31 0.395
C -5.314 -1.535 2.364 0.12 -0.01 0.37 0.732
H -3.274 8.188 -4.612 0.08 0.09 -0.10 0.303
C -3.559 0.711 -2.764 1.46 -0.54 -0.39 -1.689
C -0.770 -2.931 -3.003 0.76 -0.80 -1.02 -0.870
C -3.297 1.003 -7.842 0.36 0.55 0.74 -0.683
H 1.682 3.251 4.894 -0.02 -0.01 0.23 0.389
C -3.119 -1.904 1.731 0.35 -0.16 0.01 -0.019
O -0.943 5.539 -2.198 0.05 -0.06 -0.09 -0.375
O -1.835 4.800 -4.136 0.00 -0.22 -0.14 -0.545
H 3.109 0.912 -5.875 -0.58 0.36 0.11 0.298
H -1.545 0.235 -6.740 -0.65 -0.27 0.05 -0.157
H -3.240 -2.198 -7.262 0.36 0.26 -0.55 0.382
H 2.717 2.266 5.975 -0.14 0.04 0.04 0.315
H -2.518 -2.127 -1.270 0.40 0.60 -0.20 0.580
H -1.736 0.743 -1.456 -0.28 -0.42 -0.29 0.378
C 7.439 -6.477 8.720 0.05 -0.29 0.22 -0.637
H -1.325 -2.994 -3.968 0.26 0.10 0.60 0.378
P -3.480 -0.453 -5.355 1.40 -0.66 0.63 -0.498
H -7.552 -3.279 2.484 -0.06 0.10 -0.05 0.309
H 1.161 -1.750 -4.701 0.03 -0.56 0.09 -0.178
C -7.478 -1.237 3.197 -0.56 -0.13 -0.01 -0.179
H 7.969 -7.413 8.554 0.05 0.12 -0.19 0.225
C 7.058 -1.578 7.180 0.12 -0.13 0.28 -1.211
H -4.861 -0.099 -5.551 0.68 0.58 -0.07 0.089
H 2.737 -2.203 1.955 -0.07 -0.10 0.08 0.380
H -2.269 0.001 7.612 0.17 -0.06 -0.21 0.298
H -0.882 3.455 -2.236 -0.12 0.07 -0.07 -0.214
C 6.441 -2.641 6.292 -0.12 0.61 -0.10 0.065
H -7.755 -0.773 2.248 0.17 -0.10 -0.04 0.310
H 6.588 -0.610 7.002 0.01 -0.03 -0.06 0.332
C -2.938 7.432 -5.325 -0.17 -0.16 0.21 -1.065
H -3.204 0.068 -0.715 0.47 0.10 -0.41 0.242
C -1.442 7.221 -5.208 -0.25 0.21 -0.51 -0.156
C 0.263 1.593 6.440 -0.15 -0.15 -0.34 0.674
H 6.314 2.042 3.729 -0.12 -0.05 -0.07 0.308
H 6.941 -1.827 8.235 -0.12 0.01 -0.05 0.346
O 4.541 -1.350 3.732 0.15 0.05 0.15 -0.346
H -3.486 6.516 -5.102 0.08 -0.02 -0.10 0.268
O 7.569 -5.696 7.533 -0.05 -0.05 0.00 -0.350
H -2.926 -1.262 -8.806 0.24 -0.44 0.42 0.412
C 1.062 0.776 -3.421 0.53 0.51 -0.86 1.082
H 0.285 1.538 -3.220 0.27 -0.60 0.27 -0.461
O -1.058 6.906 -3.863 0.17 -0.07 0.03 -0.405
H 3.283 1.008 -3.572 -0.63 0.22 -0.05 0.315
H -9.058 -2.706 3.211 0.02 0.05 0.04 0.356
H 2.735 2.661 -5.742 -0.32 -0.61 -0.14 0.336
H -4.139 0.545 -8.395 0.53 0.14 0.12 0.369
H 2.999 -4.171 -4.088 -0.08 0.63 -0.23 0.342
C 4.847 -0.070 3.541 0.09 -0.53 -0.21 0.812
H -3.913 1.722 -2.487 -0.01 -0.62 -0.11 0.323
H -3.066 2.772 -6.492 -0.37 -0.40 -0.37 0.165
H -1.088 6.449 -5.894 -0.06 -0.10 0.16 0.279
O 0.526 2.422 7.268 0.07 0.10 0.20 -0.567
O 7.119 -3.897 6.431 -0.06 -0.17 -0.05 -0.390
H 3.109 -3.488 -5.710 0.03 0.47 0.60 0.368
H -2.115 -1.658 2.065 -0.16 0.09 0.21 0.125
H -4.644 1.961 -6.315 0.45 -0.04 -0.41 0.317
C 2.325 -1.547 2.724 0.22 0.20 -0.15 -1.173
C 1.306 -2.838 -4.590 0.64 -1.05 0.14 0.307
C -2.549 2.118 7.448 0.11 0.23 -0.17 -1.096
```
Forces are in eV/Å.